1.
Entry from the Open Molecules 2025 dataset: an isolated ion of composition C3H10N3 and charge +1 (the ωB97M-V functional and the def2-TZVPD basis).

Each line ends with the Mulliken charge.
Cartesian coordinates (Å):
C -1.42607 -0.39118 0.37635  -0.239
C -0.21839 1.67765 0.22970  -0.760
C 2.01309 0.00615 -0.63040  -0.932
N -1.46785 -1.85836 0.31598  -0.309
N -0.23619 0.19593 0.07096  0.717
N 0.78948 -0.52113 -0.20208  -0.889
H -2.05393 0.16564 1.09533  0.201
H -0.40607 2.15648 -0.72200  0.358
H -1.06495 1.96471 0.82660  0.315
H 0.75002 1.99080 0.62217  0.283
H 2.41512 0.74905 0.03032  0.403
H 2.65482 -0.81265 -0.35509  0.345
H 2.09817 0.16735 -1.65974  0.319
H -2.05661 -2.40309 1.01134  0.385
H -1.62385 -2.24636 -0.69792  0.403
H -0.44293 -2.08800 0.49644  0.402

Results
LUMO = -3.5535 eV
total charge = +1
HOMO-LUMO gap = 0.3300 Eh
E = -7733.6868 eV
highest occupied orbital energy = -0.46055 Eh

---

2.
Entry from the Open Molecules 2025 dataset: an isolated ion of composition C3H10N3 and charge +1 (the ωB97M-V functional and the def2-TZVPD basis).

Each line ends with the Mulliken charge.
Cartesian coordinates (Å):
C -0.86939 0.00881 -0.00608  0.514
C 1.26020 -1.18272 0.05447  -1.040
C 1.15970 1.20026 -0.13652  -0.983
N -1.51793 1.12781 0.01177  -0.375
N -1.63935 -1.10769 -0.12751  -0.493
N 0.46175 0.00096 -0.08941  0.201
H 1.25626 -1.60356 -0.92314  0.401
H 0.92297 -1.94562 0.77537  0.369
H 2.26101 -0.98784 0.52686  0.396
H 1.12359 1.95047 0.75110  0.360
H 0.82054 1.71102 -0.97138  0.478
H 2.30085 1.10129 -0.17874  0.345
H -2.51127 1.11897 0.00406  0.241
H -1.11351 1.92826 0.47389  0.178
H -2.53559 -1.31204 0.33369  0.193
H -1.37985 -2.00839 -0.49843  0.213

Results
spin multiplicity = 3
LUMO (alpha / beta) = -2.9230 / -7.8428 eV
total charge = +1
HOMO-LUMO gap (alpha / beta) = 0.2239 / 0.2310 Eh
E = -7731.6118 eV
highest occupied orbital energy (alpha / beta) = -0.33134 / -0.51919 Eh
<S²> = 2.0063